{
  "formula": "C4H8O2",
  "method": "wB97M-V/def2-TZVPD",
  "lumo_ha": 0.0370,
  "mol_weight_g_mol": 88.11,
  "total_charge": 0,
  "homo_ev": -9.46,
  "max_force_ev_per_a": 0.35,
  "relative_energy_kj_mol": 225.47,
  "total_energy_ev": -8370.9449,
  "symbols": ["C", "O", "C", "C", "C", "O", "H", "H", "H", "H", "H", "H", "H", "H"],
  "coordinates": [[-1.8413, 0.2270, 0.6945], [-0.9970, -0.4240, -0.2304], [0.0949, 0.3516, -0.6162], [1.2364, 0.5058, 0.3594], [1.3417, -0.4496, -0.8022], [1.2692, -1.8184, -0.5753], [-2.2431, 1.1571, 0.2697], [-1.3076, 0.4647, 1.6249], [-2.6661, -0.4551, 0.9118], [-0.1488, 1.1683, -1.2981], [1.1058, 0.0507, 1.3384], [1.8129, 1.4266, 0.3471], [2.0092, -0.1975, -1.6227], [0.3339, -2.0071, -0.4008]],
  "forces_ev_per_a": [[-0.2, 0.1, 0.2], [0.0, 0.0, 0.0], [0.0, 0.1, -0.1], [0.1, 0.1, 0.2], [0.2, 0.3, -0.2], [-0.2, -0.1, 0.1], [0.0, -0.1, 0.1], [-0.1, 0.0, -0.1], [0.1, 0.1, 0.0], [0.1, -0.1, 0.1], [0.0, 0.0, -0.2], [-0.1, -0.1, 0.0], [-0.1, 0.0, 0.1], [0.2, -0.1, 0.0]],
  "nbo_charge": [-0.244, -0.540, 0.049, -0.491, 0.083, -0.698, 0.170, 0.172, 0.194, 0.185, 0.228, 0.221, 0.185, 0.485]
}